DFT (wB97M-V/def2-TZVPD) results for 2 unconnected molecules or ions with the total composition C22H23Br2N2.

Cartesian coordinates (Å):
C: 1.3238 -3.5831 0.6057
C: 1.2907 -2.1781 1.1614
N: 0.0303 -1.4586 0.9073
C: -1.0193 -2.2020 0.8727
C: -2.4597 -1.6974 0.7450
C: -3.3038 -2.9505 1.0031
C: -2.3524 -4.1512 0.9815
N: -1.0456 -3.5516 0.9745
C: 0.1196 -4.3784 1.0608
H: 1.3270 -3.5356 -0.4877
H: 2.2246 -4.1024 0.9328
H: 1.4786 -2.2391 2.2501
H: 2.0646 -1.5512 0.7095
H: -2.6402 -0.8943 1.4684
H: -2.6414 -1.2837 -0.2577
H: -3.7755 -2.8954 1.9882
H: -4.0784 -3.0833 0.2464
H: -2.4727 -4.8246 1.8415
H: -2.5066 -4.7586 0.0753
H: -0.0329 -5.2690 0.4398
H: 0.2627 -4.7198 2.0998
Br: -0.7519 4.2258 -7.1289
C: -0.7336 3.4279 -5.4164
C: -1.8287 2.6580 -4.9835
C: -1.8353 2.1154 -3.7039
C: -0.7525 2.3218 -2.8026
C: -0.8057 1.8231 -1.4610
C: 0.2689 1.8612 -0.5770
C: 0.1563 1.5905 0.7829
C: 1.2393 1.7584 1.7083
C: 1.0043 1.8963 3.1043
C: 2.0469 2.1241 3.9961
C: 3.3704 2.2020 3.5263
Br: 4.7937 2.4798 4.7383
C: 3.6341 2.0655 2.1534
C: 2.5872 1.8428 1.2618
C: 0.3639 3.0642 -3.2860
C: 0.3704 3.6104 -4.5668
H: -2.6628 2.4968 -5.6598
H: -2.6830 1.5113 -3.3768
H: -1.7538 1.4008 -1.1148
H: 1.2547 2.1375 -0.9717
H: -0.8186 1.3144 1.1940
H: -0.0245 1.8589 3.4672
H: 1.8529 2.2481 5.0574
H: 4.6555 2.1344 1.7912
H: 2.8074 1.7299 0.1996
H: 1.2254 3.2250 -2.6381
H: 1.2259 4.1834 -4.9122

Its total charge is +1. Its HOMO-LUMO gap is 5.217 eV. As for the LUMO energy: -5.43 eV. As for the spin multiplicity: 1.

DFT (wB97M-V/def2-TZVPD) results for 2 unconnected molecules or ions with the total composition C10H13N2O2S at a distorted geometry.

Cartesian coordinates (Å):
C: 3.5939 -2.5215 1.8540
C: 2.4471 -2.1523 1.6139
C: 0.9351 -2.0152 1.7642
C: -0.0326 -3.1356 1.4171
C: -1.4967 -2.8511 1.6665
N: -1.8322 -1.5982 2.1584
N: -1.0726 -0.5657 2.4453
C: 0.2653 -0.7322 2.2777
H: 4.7053 -2.5166 2.0205
H: 0.3310 -4.1160 0.9991
H: -2.2851 -3.6226 1.4614
H: -2.8470 -1.4574 2.3061
H: 0.9352 0.1493 2.5188
C: -0.0084 2.9929 -1.1556
C: -0.3222 1.7366 -0.3385
C: -1.0278 0.7472 -1.2688
S: -0.4397 1.1080 -2.9231
O: -1.5451 1.5961 -3.7055
O: 0.4028 0.0274 -3.3729
C: 0.5892 2.4943 -2.4666
H: 0.6783 3.6577 -0.6296
H: -0.9317 3.5462 -1.3509
H: 0.6122 1.2966 0.0264
H: -0.9391 1.9656 0.5334
H: -0.7856 -0.2861 -1.0175
H: -2.1094 0.8886 -1.2571
H: 0.5754 3.2426 -3.2575
H: 1.6045 2.1212 -2.3193

Its total charge is +1. Its HOMO-LUMO gap is 6.861 eV. As for the LUMO energy: -5.90 eV. As for the spin multiplicity: 1. The energy above the lowest of the compared OMol25 structures with the same formula, charge and spin comes out at 86.6 kJ/mol.

DFT (wB97M-V/def2-TZVPD) results for 2 unconnected molecules or ions with the total composition C9H14O at a distorted geometry.

Cartesian coordinates (Å):
C: -0.7572 -1.8462 -2.2679
C: -0.1283 -1.4383 -0.9637
C: 0.4032 -0.1508 -0.8669
C: 1.0101 0.3106 0.2979
C: 1.3952 -0.6074 1.2717
O: 2.0025 -0.0518 2.3673
C: 0.7889 -1.8585 1.2366
C: 0.1288 -2.3018 0.0924
H: -0.8951 -2.9369 -2.3053
H: -0.1652 -1.5810 -3.1373
H: -1.8069 -1.5473 -2.2749
H: 0.4346 0.4547 -1.7670
H: 1.3033 1.3440 0.2991
H: 2.2096 -0.7111 3.0396
H: 1.0354 -2.5983 1.9831
H: 0.0126 -3.3763 0.0051
C: -2.6032 3.0880 -0.7507
C: -1.2752 3.5228 -0.1005
H: -3.1215 2.4013 -0.0853
H: -2.3709 2.4920 -1.5978
H: -3.2361 3.9561 -0.8935
H: -1.2357 3.4898 0.9928
H: -0.4652 2.8256 -0.3073
H: -1.0756 4.5730 -0.3072

As for the structure (SMILES): Cc1ccc(O)cc1.CC. Its total charge is 0. Its HOMO-LUMO gap is 9.343 eV. As for the LUMO energy: 0.87 eV. As for the spin multiplicity: 1. The energy above the lowest of the compared OMol25 structures with the same formula, charge and spin comes out at 88.4 kJ/mol.

DFT (wB97M-V/def2-TZVPD) results for 2 unconnected molecules or ions with the total composition C2HCl2O2 at a distorted geometry.

Cartesian coordinates (Å):
C: -1.7595 -0.3149 -0.2392
C: 1.2796 0.2931 -0.3478
O: -1.4124 -0.0946 -1.3219
O: -2.2739 -0.5287 0.7806
Cl: 0.7725 -1.1417 0.6606
Cl: 0.9375 1.7349 0.6543
H: 2.4562 0.0521 -0.1865

Its total charge is -1. Its HOMO-LUMO gap is 6.173 eV. As for the LUMO energy: 3.73 eV. As for the spin multiplicity: 1. The energy above the lowest of the compared OMol25 structures with the same formula, charge and spin comes out at 124.2 kJ/mol.

Number 1: E_HOMO -10.7 eV. Number 2: E_HOMO -12.8 eV. Number 3: E_HOMO -8.5 eV. Number 4: E_HOMO -2.4 eV.